1.
Formula: C27H57NNiO4PS2Si4Te
Source: OMol25
Level of theory: the ωB97M-V functional and the def2-TZVPD basis

Computed properties:
* total charge: -1
* DFT total energy: -149420.4048 eV
* F_max: 0.783 eV/Å
* HOMO-LUMO gap (spin up / spin down): 6.1 / 6.1 eV

Each line ends with the Mulliken charge.
Cartesian coordinates (Å):
H  3.99794  -3.98726  1.95969  0.38
Si  1.58294  3.04174  -2.66750  0.62
H  -3.47970  -5.90279  1.61942  0.52
H  -2.65669  -2.17463  5.43599  0.39
H  -0.50651  -6.49295  2.27106  0.37
H  1.00923  -3.28820  3.49999  0.15
H  3.81338  2.35588  -1.76030  0.31
O  -0.64405  -4.07495  1.34466  0.17
H  1.21218  2.53072  -5.05778  0.40
H  -2.44974  -4.02303  -0.64636  0.27
C  3.58456  -3.81968  0.97191  -0.52
H  -1.81982  7.12126  -1.47731  0.38
C  2.34439  5.74047  0.79757  -1.15
H  3.55254  1.72415  -3.38797  0.40
H  -4.42566  -0.78825  -4.49764  0.33
H  -0.34181  2.83102  -4.27994  0.22
H  3.90544  2.95794  0.38798  0.30
H  2.88506  1.79162  1.22685  0.02
C  -1.82803  -2.88238  5.42987  -1.83
H  0.47584  1.27971  -4.05019  0.13
C  3.07237  1.91406  -2.42437  -0.32
H  2.77612  0.95710  -1.99602  -0.30
H  0.38793  -0.80798  3.78234  0.13
O  -1.98192  -1.97882  0.66615  -1.10
H  -2.68650  3.83343  0.98632  0.29
N  -2.38634  -0.30616  -2.59601  0.13
H  3.71461  3.05718  2.14050  0.41
C  3.58128  -4.84868  0.03774  -0.48
C  -2.44706  4.83211  0.62111  -1.09
H  0.17714  -1.00647  5.53756  0.49
H  0.11175  -6.39302  0.61890  0.32
H  -1.14840  -0.38129  4.53740  0.33
C  2.51527  -3.37546  -1.53685  -0.16
C  -0.31363  -1.08215  4.56418  -1.50
H  3.04458  -5.40320  -1.96524  0.38
H  1.43101  4.09153  3.48189  0.40
C  -1.57918  -5.11848  0.99647  1.74
C  3.19471  2.83633  1.20478  -0.83
H  2.10604  -3.20629  -2.52669  0.38
H  2.20612  -0.21725  -0.28022  -0.04
Ni  -0.02663  -1.32022  -0.46274  0.59
C  0.74754  3.93209  2.64389  -0.96
H  -1.35121  -2.87412  6.41054  0.39
H  -0.44265  6.53327  -2.40898  0.30
O  -1.59928  -2.54292  3.12103  -0.41
H  -1.89410  5.34830  1.40452  0.27
H  -3.07634  3.18004  -2.01433  -0.02
H  2.91674  6.02440  1.68433  0.39
H  2.81968  5.21548  -2.40856  0.23
C  -2.64226  4.13258  -2.31934  -0.91
Te  -0.63823  1.10472  0.19749  -0.76
H  1.53320  6.45863  0.68236  0.25
H  -3.45408  4.85157  -2.45460  0.51
H  1.40880  5.42360  -3.43643  0.25
C  1.85154  -1.03370  -0.90892  -1.31
H  2.85280  4.63685  -4.07673  0.38
C  -3.13271  0.60402  -3.44363  -0.22
H  -2.14746  3.99292  -3.28022  0.33
C  -0.93064  6.48721  -1.43552  -1.08
H  -2.08356  -0.01264  -1.64254  -0.35
H  -0.01804  4.70677  2.67956  0.28
C  3.05151  -2.58436  0.65795  -0.08
C  0.62924  2.35507  -4.14967  -0.91
S  -2.12383  -1.34705  -4.91761  -0.16
H  0.25145  2.97109  2.77499  0.17
C  -2.81580  -5.07718  1.88599  -1.56
C  -0.79497  -6.40524  1.22284  -1.80
H  -0.05598  -4.52114  4.18625  0.22
H  -2.54049  -5.17389  2.93633  0.20
H  -3.65014  0.41595  -5.55239  0.41
H  -2.22608  -3.88000  5.24232  0.36
H  0.87154  -3.45760  5.25954  0.54
C  -0.82373  -2.50282  4.34967  1.77
H  -4.00871  0.97431  -2.91291  0.45
C  0.32445  -3.50713  4.31490  -1.39
C  -1.70478  -1.25734  -3.21375  0.27
H  1.90986  -0.78346  -1.97134  0.64
H  -2.62793  -5.78976  -0.76456  0.49
H  -1.06443  -5.02109  -1.09180  0.23
H  -1.39503  -7.27476  0.94931  0.39
O  0.34071  -1.81595  1.60888  -0.26
Si  1.69939  3.97184  1.01665  0.38
C  -3.51873  -0.20982  -4.67285  -0.63
S  -0.61053  -2.30650  -2.53474  -0.22
C  2.49145  -2.33097  -0.60331  0.65
H  3.02602  -1.79886  1.40136  0.26
H  -0.24747  6.91789  -0.70459  0.22
C  3.04720  -4.61492  -1.22067  -0.79
H  3.00067  5.83949  -0.06706  0.29
Si  0.30299  3.19108  -0.71607  0.06
Si  -1.45243  4.72709  -0.97589  0.45
H  3.99064  -5.81975  0.28964  0.37
P  -0.98272  -2.52761  1.64129  0.82
C  -1.95912  -4.97657  -0.47126  -1.47
C  2.22422  4.74359  -3.18938  -1.15
H  -3.37913  5.37668  0.44964  0.38
H  -2.50263  1.45534  -3.71705  -0.11
H  -3.35725  -4.14143  1.75825  0.31



2.
Formula: C27H58EuNP3
Source: OMol25
Level of theory: the ωB97M-V functional and the def2-TZVPD basis

Computed properties:
* total charge: 0
* 2S+1: 8
* DFT total energy: -77614.2184 eV
* relative energy (zero: lowest compared OMol25 entry of this formula, charge and spin): 538.6 kJ/mol
* F_max: 5.114 eV/Å
* HOMO-LUMO gap (spin up / spin down): 3.7 / 3.6 eV

Each line ends with the Mulliken charge.
Cartesian coordinates (Å):
C  -2.68954  -2.36418  -2.72640  -0.41
C  4.69476  1.45498  -0.59538  -1.51
H  -6.73544  -0.05043  -2.47814  0.53
C  1.69145  1.36574  3.39127  -1.93
H  -1.01824  -2.07103  -4.06026  0.49
H  5.12503  2.41494  -0.92183  0.49
C  -4.90397  0.20633  -5.04663  -1.45
H  -2.02514  -3.22256  -0.86454  0.08
H  -3.29773  1.56546  -1.08791  0.34
H  -5.36356  -0.37850  2.64322  0.45
H  -5.58524  -1.39132  -2.25418  0.50
C  -1.83007  -0.21433  -3.64651  -1.44
H  3.94108  -3.60949  1.00531  0.47
H  -5.67652  -2.88807  -0.33154  0.33
H  -2.74703  1.55611  -3.64027  0.36
H  -3.63662  -1.97125  -3.14334  0.02
C  -4.51258  -0.01960  2.04135  -1.48
C  -5.58873  0.14862  -0.63710  -1.38
H  -6.15548  2.46212  -3.84125  0.46
H  3.01115  -2.90042  2.34226  0.29
H  -4.96517  -0.87752  -5.19663  0.39
H  3.62848  0.97628  5.21886  0.59
H  2.67444  -2.41329  0.66721  0.36
C  4.01686  0.93995  4.19075  -2.00
H  -5.83780  0.64312  -5.42327  0.45
H  5.67315  -2.60698  -0.05888  0.61
H  5.37586  0.66158  -0.91504  0.35
H  -0.66037  -1.41281  -2.42460  0.04
C  1.03937  2.06519  -1.39129  -1.30
H  4.53116  3.64893  0.92248  0.59
H  -5.29281  1.20965  -0.52072  0.48
C  -2.67980  -2.45493  -1.28556  -1.71
C  3.83097  2.85793  1.23414  -1.63
P  -4.67216  0.62953  -3.28095  0.79
H  6.52980  0.67167  1.27153  0.24
C  5.92388  1.53368  1.56874  -1.93
H  -2.58783  -1.84330  0.60427  0.26
H  1.54183  3.03714  -1.48437  0.29
H  1.65928  -1.46566  3.27621  0.33
H  -1.09482  -0.51980  -0.67326  0.29
H  3.21348  -1.65112  4.14282  0.31
H  -2.08424  0.37576  0.49696  0.81
H  4.60907  -1.37647  -0.74915  0.37
C  -1.44793  -1.52484  -3.20316  -0.64
H  1.89313  -0.71907  4.86449  0.54
C  5.27566  -1.58923  0.09317  -1.93
C  -2.10453  -0.11713  -0.50741  -0.92
C  2.39581  -0.95755  3.91389  -2.06
H  6.42573  2.43928  1.19758  0.56
H  0.70817  0.86811  3.22872  0.19
H  2.91617  2.98456  0.63223  0.05
Eu  0.44749  1.18157  0.75164  0.79
H  0.17324  2.06540  -2.06889  0.53
C  -2.49274  0.96603  -1.55409  -0.47
N  2.24094  -0.05204  0.64578  -0.56
C  -5.71875  -0.29891  -2.12290  -0.79
H  3.61947  3.01931  2.29837  0.32
C  -5.53827  -2.40183  0.64590  -1.46
H  5.00459  -1.77406  3.57587  0.21
H  4.29639  1.96478  3.91854  0.35
H  -6.58972  0.06141  -0.18789  0.71
H  6.07714  -2.61832  2.45973  0.50
H  1.72071  1.24947  -1.69660  0.07
H  -6.52421  -2.16399  1.06402  0.46
H  1.65406  1.74294  4.42424  0.55
H  5.89452  1.59614  2.66046  0.27
P  3.52517  0.07718  1.56545  0.84
C  -5.25721  2.36499  -3.21559  -1.37
C  -2.90912  0.60940  -3.06468  0.55
H  -4.62368  1.06514  1.88266  0.43
H  -1.61767  1.64764  -1.65883  -0.26
H  3.72500  1.31452  -1.08058  0.07
C  3.46743  -2.68592  1.37029  -1.68
P  -4.55045  -0.87098  0.45309  1.13
H  -1.34178  0.20724  -4.52440  0.31
H  1.80055  2.26466  2.75518  0.34
C  -3.02842  -1.41613  -0.33151  0.54
H  6.21230  -0.87011  2.63984  0.25
H  -5.53218  2.64913  -2.19391  0.35
H  -4.49716  3.06693  -3.57974  0.41
H  -3.56486  -0.20436  2.56837  0.33
H  -2.54979  -3.37517  -3.13872  0.45
C  2.89050  0.37253  3.31621  2.29
H  -5.04026  -3.12933  1.30150  0.44
C  4.50299  -1.54557  1.42350  1.92
H  -4.07989  0.58738  -5.66282  0.41
C  5.48988  -1.69487  2.59739  -1.71
H  4.91395  0.31020  4.20415  0.27
H  6.13715  -0.91074  0.06789  0.26
C  4.53026  1.52255  0.93320  1.95